# 1
Molecular formula: C48H53F3INO37
Method: DFT, the ωB97M-V functional and the def2-TZVPD basis

total charge: 0
orbital gap: 9.2 eV
structure (SMILES): C#CCc1cc(CC(=O)I)c(COC(F)(F)F)c2c1C(=O)NC2=O.O=C1OCCO1.O=C1OCCO1.O=C1OCCO1.O=C1OCCO1.O=C1OCCO1.O=C1OCCO1.O=C1OCCO1.O=C1OCCO1.O=C1OCCO1.O=C1OCCO1.O=C1OCCO1
LUMO: -0.1266 eV

Cartesian coordinates (Å):
C (-1.902257, -1.932232, -1.171850)
C (-1.762623, -1.146282, -0.272171)
C (-1.517640, -0.281839, 0.862458)
C (-2.274131, 1.012792, 0.729940)
C (-3.379306, 1.304451, 1.522912)
C (-4.061564, 2.510700, 1.418360)
C (-5.240277, 2.822930, 2.325959)
C (-6.610782, 2.674964, 1.677781)
O (-7.436681, 3.524831, 1.718776)
I (-7.014298, 0.784270, 0.750099)
C (-3.661119, 3.482207, 0.497068)
C (-4.435591, 4.775149, 0.456293)
O (-4.133375, 5.581375, -0.675745)
C (-3.689165, 6.813187, -0.381572)
F (-2.630003, 6.820129, 0.431693)
F (-4.631091, 7.553422, 0.227091)
F (-3.361938, 7.414000, -1.516566)
C (-2.565381, 3.180342, -0.301086)
C (-1.907929, 1.967514, -0.178174)
C (-0.802620, 1.955943, -1.203095)
O (0.220117, 1.350592, -1.233330)
N (-1.210351, 2.918812, -2.218595)
C (-1.839183, 3.927580, -1.388121)
O (-1.631506, 5.092240, -1.548748)
H (-1.973787, -2.699968, -1.902088)
H (-1.857044, -0.769426, 1.771875)
H (-0.466692, -0.092500, 1.007331)
H (-3.706629, 0.579086, 2.252234)
H (-5.200673, 2.155226, 3.179671)
H (-5.178194, 3.856182, 2.641621)
H (-4.297221, 5.319602, 1.385990)
H (-5.493587, 4.544551, 0.405952)
H (-1.875296, 2.439184, -2.817953)
C (-5.292837, -5.683028, -0.153623)
C (-5.947568, -4.453853, -0.751815)
O (-6.170858, -3.641868, 0.406206)
C (-5.288767, -4.011295, 1.366053)
O (-5.113663, -3.423399, 2.383912)
O (-4.652445, -5.149245, 1.011282)
H (-4.561851, -6.145273, -0.807191)
H (-6.028259, -6.427930, 0.162107)
H (-5.290640, -3.918882, -1.435006)
H (-6.888769, -4.666992, -1.251785)
C (1.468951, 5.359969, -0.264001)
C (1.749527, 4.179375, -1.171813)
O (3.086525, 4.457018, -1.621015)
C (3.684200, 5.254800, -0.710166)
O (4.843188, 5.521716, -0.698635)
O (2.784745, 5.703118, 0.196459)
H (0.824240, 5.115128, 0.576518)
H (1.048022, 6.211280, -0.800666)
H (1.748472, 3.230161, -0.636249)
H (1.067138, 4.114345, -2.014053)
C (-2.048579, 8.292758, -5.331253)
C (-3.299713, 8.673734, -4.563810)
O (-4.276518, 8.766892, -5.611997)
C (-3.857693, 8.008695, -6.651038)
O (-4.524206, 7.746945, -7.601034)
O (-2.589483, 7.593943, -6.460371)
H (-1.377283, 7.648849, -4.770388)
H (-1.495954, 9.162035, -5.690916)
H (-3.608614, 7.900233, -3.862934)
H (-3.215177, 9.620459, -4.038049)
C (3.866498, 1.368644, 2.500923)
C (3.855295, 1.339170, 0.984991)
O (2.454012, 1.188063, 0.696567)
C (1.755346, 1.664202, 1.739593)
O (0.569650, 1.833212, 1.722686)
O (2.554536, 1.912624, 2.790557)
H (4.635612, 2.004684, 2.923858)
H (3.933842, 0.378907, 2.939317)
H (4.202302, 2.274853, 0.540563)
H (4.418836, 0.513335, 0.570232)
C (1.785142, -3.337434, -1.760330)
C (1.883558, -4.826552, -1.490091)
O (0.507979, -5.236125, -1.583132)
C (-0.141167, -4.342100, -2.338287)
O (-1.266043, -4.463043, -2.729846)
O (0.617101, -3.264738, -2.592066)
H (2.647304, -2.933952, -2.284062)
H (1.608296, -2.753382, -0.855657)
H (2.455246, -5.356018, -2.253007)
H (2.286700, -5.067699, -0.513914)
C (-1.631845, -8.315530, 0.880888)
C (-1.145299, -9.348805, -0.112621)
O (0.029883, -8.724912, -0.652952)
C (0.481403, -7.827891, 0.249377)
O (1.529536, -7.266055, 0.172382)
O (-0.406755, -7.657161, 1.245403)
H (-2.097699, -8.752855, 1.761302)
H (-2.298060, -7.578428, 0.426538)
H (-0.852261, -10.282950, 0.369649)
H (-1.858550, -9.561390, -0.904111)
C (-7.088803, 10.317702, -8.325963)
C (-7.315108, 8.875647, -7.923241)
O (-8.738157, 8.743974, -8.077635)
C (-9.161324, 9.674882, -8.960643)
O (-10.251996, 9.723067, -9.428390)
O (-8.165591, 10.551409, -9.240969)
H (-6.131564, 10.481661, -8.812482)
H (-7.188329, 11.007980, -7.486032)
H (-6.817651, 8.174183, -8.588788)
H (-7.020292, 8.661229, -6.901691)
C (1.903857, -0.612872, 5.268362)
C (0.554050, -1.189810, 5.655563)
O (-0.096317, -1.312713, 4.387701)
C (0.851220, -1.391687, 3.426752)
O (0.639898, -1.638819, 2.285782)
O (2.075013, -1.119325, 3.940452)
H (2.717405, -0.945264, 5.907400)
H (1.897980, 0.477691, 5.227921)
H (0.635913, -2.180956, 6.105225)
H (-0.020586, -0.544023, 6.313414)
C (8.394686, -1.643164, 0.166354)
C (9.301841, -1.003194, 1.197606)
O (8.388277, -0.104013, 1.864848)
C (7.141153, -0.564571, 1.700028)
O (6.176883, -0.140043, 2.264709)
O (7.107880, -1.570430, 0.804845)
H (8.653179, -2.673086, -0.053995)
H (8.352620, -1.077254, -0.764920)
H (9.683204, -1.714509, 1.922328)
H (10.129777, -0.456330, 0.764436)
C (11.655140, -5.084077, 2.867311)
C (12.669460, -5.550620, 1.839787)
O (12.303188, -4.781774, 0.686475)
C (11.653589, -3.676926, 1.099146)
O (11.365322, -2.756479, 0.401428)
O (11.368401, -3.752264, 2.418450)
H (12.040047, -5.066200, 3.882532)
H (10.734088, -5.667601, 2.841492)
H (13.693385, -5.297864, 2.117093)
H (12.608954, -6.612501, 1.621106)
C (0.750607, -8.747716, 5.523742)
C (-0.408684, -8.635122, 6.497223)
O (-1.539848, -8.652591, 5.619308)
C (-1.176123, -9.260994, 4.472058)
O (-1.926934, -9.574780, 3.603527)
O (0.156731, -9.462798, 4.435330)
H (1.598882, -9.298371, 5.920072)
H (1.089131, -7.776825, 5.159351)
H (-0.474421, -9.491320, 7.170161)
H (-0.398762, -7.719881, 7.081980)

Atoms 1-2, force components in eV/Å:
C -0.03 0.41 0.56
C 0.22 -0.80 -0.54

Results of the Löwdin charge analysis, in e, for atoms 1 through 4: number 1, C, carries 0.1470; number 2, C, carries -0.0916; number 3, C, carries -0.1456; number 4, C, carries -0.1268

# 2
Molecular formula: C37H43HgNO2P
Method: DFT, the ωB97M-V functional and the def2-TZVPD basis

total charge: -1
relative energy (zero: lowest compared OMol25 entry of this formula, charge and spin): 0.000 eV
orbital gap: 4.9 eV
LUMO: 2.4138 eV

Cartesian coordinates (Å):
O (2.161520, -5.920125, -1.283084)
C (2.768614, -6.722369, -0.215729)
C (3.535293, -7.647792, -1.133578)
H (1.984765, -7.217247, 0.378323)
H (3.417982, -6.086920, 0.406077)
C (2.854524, -6.791000, -2.243560)
H (3.209005, -8.686063, -1.069614)
H (4.616373, -7.481995, -1.037292)
C (1.859817, -7.516619, -3.109054)
H (1.109325, -8.056616, -2.517662)
H (2.387685, -8.234859, -3.734051)
H (1.378144, -6.789891, -3.773247)
C (3.865981, -6.064776, -3.081941)
H (4.605382, -5.529921, -2.469084)
H (3.367939, -5.378668, -3.777179)
H (4.419758, -6.809455, -3.665281)
Hg (-1.407506, -0.209003, 0.047171)
C (1.802357, 1.908316, -0.305655)
C (1.766339, 1.363779, 1.007593)
C (2.685183, 0.275115, 1.061409)
H (1.120244, 1.677537, 1.830508)
C (3.224887, 0.097779, -0.248019)
C (2.679902, 1.108225, -1.095028)
H (2.915617, 1.232167, -2.150414)
H (1.261234, 2.790922, -0.634675)
H (2.932800, -0.289437, 1.961007)
H (3.948372, -0.650735, -0.560156)
C (-2.729522, 0.500628, -2.173031)
C (-1.393085, 0.760163, -2.587520)
C (-0.618085, -0.413634, -2.365935)
H (-1.040939, 1.660329, -3.092006)
C (-1.486148, -1.444632, -1.857917)
C (-2.816916, -0.860745, -1.753615)
H (-3.732225, -1.393258, -1.492202)
H (-3.574628, 1.194460, -2.250321)
H (0.441780, -0.535257, -2.612381)
H (-1.231527, -2.498193, -1.768387)
O (0.834997, -3.473613, -0.174875)
C (2.043653, -3.253288, -0.933981)
C (3.230721, -3.204662, 0.068359)
H (1.950857, -2.363323, -1.589473)
H (2.146966, -4.128074, -1.590978)
C (2.578245, -3.727526, 1.345025)
H (3.531105, -2.172376, 0.272623)
H (4.126276, -3.731537, -0.308486)
C (1.182321, -3.155636, 1.224621)
H (3.151632, -3.589915, 2.260551)
H (2.501506, -4.800788, 1.187315)
H (1.209541, -2.071916, 1.447475)
H (0.461997, -3.644241, 1.890552)
N (-1.174329, 0.704889, 1.969703)
P (-1.901670, 2.118782, 1.976424)
C (-1.164707, 3.524124, 1.050025)
C (-0.291472, 4.434891, 1.670241)
C (0.245478, 5.487602, 0.931220)
C (-0.109071, 5.662987, -0.406368)
C (-0.999210, 4.781100, -1.021739)
C (-1.538343, 3.727553, -0.285008)
C (-3.642939, 2.134848, 1.410730)
C (-4.369738, 0.936108, 1.485009)
C (-5.678236, 0.883537, 1.005718)
C (-6.303773, 2.054899, 0.566394)
C (-5.618882, 3.268938, 0.588536)
C (-4.299797, 3.318981, 1.046272)
C (-2.035274, 2.805650, 3.649586)
C (-2.677058, 4.023815, 3.900322)
C (-2.748573, 4.503320, 5.211509)
C (-2.214998, 3.750473, 6.260592)
C (-1.589859, 2.524247, 6.004922)
C (-1.515438, 2.034752, 4.698244)
H (-0.125476, 4.380839, 2.744816)
H (0.891816, 6.205628, 1.432899)
H (0.270821, 6.518436, -0.965268)
H (-1.327186, 4.927784, -2.047703)
H (-2.332274, 3.121386, -0.718586)
H (-3.908029, 0.048301, 1.925809)
H (-6.209294, -0.065752, 0.994219)
H (-7.337331, 2.023196, 0.223005)
H (-6.097670, 4.188451, 0.254487)
H (-3.789061, 4.281136, 1.136927)
H (-3.118799, 4.596928, 3.084196)
H (-3.223117, 5.467865, 5.395225)
H (-2.296658, 4.123858, 7.279868)
H (-1.163288, 1.947273, 6.820982)
H (-1.062038, 1.067120, 4.463154)

Atoms 1-2, force components in eV/Å:
O 1.20 -2.52 0.16
C -0.55 0.67 0.84

Results of the Löwdin charge analysis, in e, for atoms 1 through 4: number 1, O, carries -0.1202; number 2, C, carries -0.1636; number 3, C, carries -0.0732; number 4, H, carries 0.1274

# 3
Molecular formula: C43H40MnN8OP
Method: DFT, the ωB97M-V functional and the def2-TZVPD basis

multiplicity: 2
total charge: +3
relative energy (zero: lowest compared OMol25 entry of this formula, charge and spin): 0.000 eV
orbital gap (spin up / spin down): 5.7 / 5.5 eV
LUMO (spin up / spin down): -11.1334 / -11.0986 eV

Cartesian coordinates (Å):
Mn (0.430061, 0.854887, 0.291155)
C (-3.618635, 4.558950, -3.303148)
C (-4.396558, 4.559582, -2.158170)
C (-3.990964, 3.875711, -0.998482)
C (-2.802901, 3.193713, -1.068037)
C (-2.068492, 2.409750, -0.074712)
N (-0.933974, 1.905195, -0.646043)
C (-0.828368, 2.401363, -1.907239)
N (0.202492, 2.279409, -2.740099)
C (1.276707, 1.577038, -2.447102)
C (2.478780, 1.555472, -3.283689)
C (2.771303, 2.174367, -4.473268)
C (4.042494, 1.928342, -5.018168)
C (4.951024, 1.094172, -4.386722)
C (4.638405, 0.461686, -3.174678)
C (3.394649, 0.717967, -2.643485)
C (2.735982, 0.235684, -1.435809)
N (3.296492, -0.626359, -0.595527)
C (2.748617, -0.998553, 0.545797)
N (1.640887, -0.461853, 1.137391)
C (1.556628, -0.916518, 2.413151)
N (0.749710, -0.467582, 3.362710)
C (-0.249504, 0.366883, 3.123601)
N (-0.680359, 0.816078, 1.900713)
C (-1.759942, 1.634984, 2.099102)
N (-2.451152, 2.297515, 1.186547)
C (-2.067266, 1.692785, 3.527811)
C (-3.058516, 2.342380, 4.222123)
C (-3.063208, 2.181046, 5.617407)
C (-2.114978, 1.398764, 6.256335)
C (-1.109954, 0.734795, 5.535902)
C (-1.110030, 0.906990, 4.171547)
C (2.582189, -1.944411, 2.626463)
C (2.877993, -2.732446, 3.710524)
C (3.961682, -3.618097, 3.572536)
C (4.704898, -3.670897, 2.405704)
C (4.406677, -2.840787, 1.310492)
C (3.332026, -1.997516, 1.448124)
N (1.472976, 0.760676, -1.360771)
C (-2.018553, 3.191660, -2.222374)
C (-2.391879, 3.873681, -3.353358)
H (-3.959185, 5.103387, -4.175472)
H (-5.332430, 5.103735, -2.153431)
H (-4.587964, 3.893325, -0.095070)
H (2.059542, 2.820020, -4.971523)
H (4.318464, 2.398229, -5.953787)
H (5.919213, 0.927055, -4.840268)
H (5.344928, -0.195296, -2.684388)
H (-3.802293, 2.948480, 3.721380)
H (-3.824744, 2.675269, 6.207123)
H (-2.152295, 1.296039, 7.332987)
H (-0.373312, 0.117851, 6.034792)
H (2.309906, -2.675842, 4.631883)
H (4.224412, -4.266716, 4.399126)
H (5.537119, -4.360561, 2.337017)
H (5.002688, -2.865574, 0.406011)
H (-1.773229, 3.890772, -4.241649)
C (3.113229, 2.110746, 1.820925)
C (1.832185, 2.002458, 1.099487)
O (1.031593, 2.798239, 0.723624)
H (3.553111, 3.089053, 1.630377)
H (3.789700, 1.306597, 1.550865)
H (2.883145, 2.030738, 2.889289)
C (-1.905194, -2.072057, -3.097388)
C (-1.634773, -0.870441, -2.181401)
C (-2.927953, -0.037174, -2.078665)
P (-0.859771, -1.265187, -0.544466)
C (0.241909, -2.733543, -0.764653)
C (1.166339, -2.627062, -1.998071)
C (-0.451604, -4.105565, -0.808676)
C (-2.178202, -1.705017, 0.674057)
C (-3.289609, -2.637362, 0.167633)
C (-1.601084, -2.278413, 1.973479)
H (-2.354445, -1.697682, -4.020366)
H (-2.618518, -2.764006, -2.649649)
H (-1.007481, -2.620221, -3.372161)
H (-0.868500, -0.260279, -2.664647)
H (-3.800442, -0.678275, -2.153370)
H (-2.985907, 0.654744, -2.920057)
H (-3.036221, 0.535297, -1.160977)
H (0.847428, -2.717972, 0.146380)
H (0.781142, -3.252800, -2.802182)
H (2.160708, -3.005067, -1.758765)
H (1.268470, -1.623631, -2.403404)
H (-1.139370, -4.185677, -1.649224)
H (-0.983794, -4.357767, 0.102955)
H (0.323164, -4.862473, -0.950885)
H (-2.627484, -0.734950, 0.909435)
H (-2.906951, -3.624307, -0.094659)
H (-3.839132, -2.247176, -0.678892)
H (-4.006226, -2.774562, 0.980857)
H (-1.269315, -3.306932, 1.845803)
H (-2.384641, -2.291175, 2.733379)
H (-0.763768, -1.707783, 2.375027)

Atoms 1-2, force components in eV/Å:
Mn -0.46 -0.75 -0.28
C 0.01 0.01 -0.06

Results of the Löwdin charge analysis, in e, for atoms 1 through 4: number 1, Mn, carries 0.5510; number 2, C, carries -0.0006; number 3, C, carries 0.0000; number 4, C, carries 0.0556

For the records above, the corresponding energy values read -5296.906425, -2135.543787, -3667.387685 Eh.